The following is a DFT calculation (ωB97M-V/def2-TZVPD) of 2 unconnected molecules or ions with the total composition CH4OP2 in a non-equilibrium geometry.

E_HOMO, eV: -8.10
Relative energy (zero: lowest compared OMol25 entry of this formula, charge and spin), kcal per mole: 53.1
Kohn-Sham gap, eV: 7.706

ORCA input file:
```
! RIJCOSX wB97M-V def2-TZVPD def2/J DEFGRID3
* xyz 0 1
C -0.403 0.682 0.239
O -0.598 1.752 -0.193
P 2.046 0.103 -0.151
P -1.559 -0.467 1.215
H 1.806 -0.832 -1.174
H 1.851 1.299 -0.984
H -0.713 -1.697 0.930
H -2.430 -0.840 0.119
*
```

The following is a DFT calculation (ωB97M-V/def2-TZVPD) of 2 unconnected molecules or ions with the total composition CH4OS.

E_HOMO, eV: -9.91
Relative energy (zero: lowest compared OMol25 entry of this formula, charge and spin), kcal per mole: 8.1
SMILES: C=O.S
Kohn-Sham gap, eV: 10.612

ORCA input file:
```
! RIJCOSX wB97M-V def2-TZVPD def2/J DEFGRID3
* xyz 0 1
S 2.083 0.206 0.397
H 1.282 -0.857 0.257
H 2.992 -0.548 1.019
O -1.880 0.949 0.525
C -1.587 0.285 -0.427
H -1.160 -0.726 -0.332
H -1.730 0.690 -1.439
*
```

The following is a DFT calculation (ωB97M-V/def2-TZVPD) of 2 unconnected molecules or ions with the total composition CH4OS2.

E_HOMO, eV: -9.85
Relative energy (zero: lowest compared OMol25 entry of this formula, charge and spin), kcal per mole: 12.7
SMILES: C=O.SS
Kohn-Sham gap, eV: 10.105

ORCA input file:
```
! RIJCOSX wB97M-V def2-TZVPD def2/J DEFGRID3
* xyz 0 1
S 1.543 0.376 1.889
S 0.123 -1.096 2.197
H 2.336 0.189 2.959
H -0.695 -0.339 2.909
O 0.164 0.402 -3.132
C -0.823 0.222 -2.481
H -1.552 1.023 -2.238
H -1.097 -0.777 -2.102
*
```

The following is a DFT calculation (ωB97M-V/def2-TZVPD) of 2 unconnected molecules or ions with the total composition CH4OS2 in a non-equilibrium geometry.

⟨S²⟩: 2.01
E_HOMO (alpha / beta), eV: -7.37 / -9.29
Relative energy (zero: lowest compared OMol25 entry of this formula, charge and spin), kcal per mole: 66.2
Kohn-Sham gap (alpha / beta), eV: 7.996 / 6.746

ORCA input file:
```
! RIJCOSX wB97M-V def2-TZVPD def2/J DEFGRID3
* xyz 0 3
C -1.122 -0.672 -0.162
O -2.259 -0.481 0.457
S 1.657 0.739 0.341
S -3.348 0.615 -0.004
H -0.626 -1.440 0.407
H -0.770 -0.290 -1.055
H 0.825 1.233 1.241
H 0.552 0.671 -0.534
*
```

The following is a DFT calculation (ωB97M-V/def2-TZVPD) of 2 unconnected molecules or ions with the total composition CH4OSSi in a non-equilibrium geometry.

E_HOMO, eV: -9.13
Relative energy (zero: lowest compared OMol25 entry of this formula, charge and spin), kcal per mole: 15.3
SMILES: O=[SiH2].C=S
Kohn-Sham gap, eV: 8.352

ORCA input file:
```
! RIJCOSX wB97M-V def2-TZVPD def2/J DEFGRID3
* xyz 0 1
C -0.231 -0.962 -2.443
O -1.167 0.499 2.840
Si 0.244 0.755 2.394
S -0.356 0.663 -2.213
H -1.214 -1.554 -2.170
H 1.260 0.073 3.113
H 0.835 1.929 1.440
H 0.630 -1.403 -2.962
*
```

The following is a DFT calculation (ωB97M-V/def2-TZVPD) of 2 unconnected molecules or ions with the total composition CH4OSSi in a non-equilibrium geometry.

E_HOMO, eV: -9.24
Relative energy (zero: lowest compared OMol25 entry of this formula, charge and spin), kcal per mole: 63.6
Kohn-Sham gap, eV: 8.387

ORCA input file:
```
! RIJCOSX wB97M-V def2-TZVPD def2/J DEFGRID3
* xyz 0 1
C -1.926 -0.548 -0.377
O -4.261 -0.382 0.220
Si 0.479 0.418 0.129
S -3.127 0.521 -0.093
H -2.019 -1.519 0.006
H 0.688 1.665 1.009
H 0.803 0.697 -1.323
H 1.137 -0.764 0.691
*
```

The following is a DFT calculation (ωB97M-V/def2-TZVPD) of 2 unconnected molecules or ions with the total composition CH4P2 in a non-equilibrium geometry.

E_HOMO (alpha / beta), eV: -8.40 / -8.18
Relative energy (zero: lowest compared OMol25 entry of this formula, charge and spin), kcal per mole: 118.2
Kohn-Sham gap (alpha / beta), eV: 6.545 / 7.490

ORCA input file:
```
! RIJCOSX wB97M-V def2-TZVPD def2/J DEFGRID3
* xyz 0 1
C 1.592 -0.902 -0.674
P -0.676 -1.475 0.625
P -1.655 0.021 -0.354
H 2.397 -1.537 -0.612
H 2.017 0.096 -0.685
H -2.080 1.077 0.449
H -2.990 -0.468 -0.775
*
```

The following is a DFT calculation (ωB97M-V/def2-TZVPD) of a single CH4P2 molecule in a non-equilibrium geometry.

E_HOMO, eV: -8.58
Relative energy (zero: lowest compared OMol25 entry of this formula, charge and spin), kcal per mole: 108.7
Kohn-Sham gap, eV: 7.530

ORCA input file:
```
! RIJCOSX wB97M-V def2-TZVPD def2/J DEFGRID3
* xyz 0 1
C 0.711 1.385 -0.485
P -1.677 -0.148 -0.403
P 0.254 -0.383 -0.449
H 0.922 1.823 0.514
H -1.716 -0.402 1.032
H 1.192 -1.161 -1.002
H 0.314 -1.115 0.793
*
```